[1]
49
Properties=species:S:1:pos:R:3 method="wB97M-V/def2-TZVPD" smiles="CCCC[C@H](CCC(=O)Nc1ccc(C(=O)OCC)cc1)C(=O)O" orbital_gap_ev=9.32 homo_ev=-8.7784 de_lowest_ev=0.2177
C 2.34954 4.19273 -0.23070
C 1.93392 2.72897 -0.15462
C 3.14297 1.80006 -0.07142
C 2.71546 0.33556 0.00556
C 3.91064 -0.62626 -0.04820
C 3.50254 -2.09993 0.09596
C 2.71450 -2.65122 -1.09497
C 1.31522 -2.08470 -1.28340
O 0.94877 -1.59789 -2.32902
N 0.52779 -2.22659 -0.17700
C -0.77244 -1.77649 0.04204
C -1.50481 -1.07937 -0.91782
C -2.78630 -0.65475 -0.63288
C -3.36153 -0.91739 0.60792
C -4.73335 -0.48306 0.95124
O -5.27234 -0.70314 2.01073
O -5.32617 0.18838 -0.04474
C -6.65429 0.64413 0.20719
C -7.12027 1.44701 -0.99262
C -2.62731 -1.61466 1.56629
C -1.34730 -2.03791 1.28804
C 4.83856 -0.29674 1.10369
O 4.59102 -0.47895 2.26547
O 5.99732 0.22301 0.68675
H 1.47485 4.83580 -0.29017
H 2.96588 4.36902 -1.10954
H 2.92236 4.47330 0.65061
H 1.30095 2.57530 0.72229
H 1.34424 2.47125 -1.03703
H 3.73469 2.05956 0.80973
H 3.77384 1.94862 -0.95087
H 2.16536 0.16771 0.93451
H 2.05158 0.12577 -0.83215
H 4.45929 -0.47665 -0.98147
H 2.94825 -2.20928 1.03051
H 4.41351 -2.69679 0.19305
H 3.26396 -2.46068 -2.01811
H 2.61690 -3.73445 -0.98065
H 0.94546 -2.69148 0.61774
H -1.06361 -0.87891 -1.87950
H -3.35199 -0.11508 -1.37553
H -7.29946 -0.22489 0.38119
H -6.65318 1.25126 1.11980
H -7.10554 0.82788 -1.88557
H -8.13222 1.80308 -0.82325
H -6.46468 2.29929 -1.15009
H -3.08268 -1.81187 2.52469
H -0.78102 -2.57547 2.03605
H 6.57111 0.43693 1.44027

***

[2]
130
Properties=species:S:1:pos:R:3 method="wB97M-V/def2-TZVPD" orbital_gap_ev=7.05 homo_ev=-5.7055 total_charge=-1
C 3.12208 3.08728 0.72253
C 1.71475 2.63772 1.16327
C 1.66162 1.11017 1.10657
O 0.44252 0.53917 1.48776
Ga -0.49339 -0.28048 0.09056
C -2.00515 -1.32933 0.95353
C -3.10955 -0.40296 1.47155
C -4.50803 -0.99399 1.24185
S -5.71346 0.35967 1.23338
C -7.21212 -0.42046 0.89821
S -7.54705 -1.99263 1.16994
N -8.18458 0.43328 0.34557
C -8.02356 1.23078 -0.76685
C -9.23858 1.86276 -0.95508
N -10.12376 1.48693 0.02869
C -9.47217 0.63112 0.78680
C -1.30207 1.06037 -1.22321
C -2.38957 0.40969 -2.07343
C -3.75531 1.08392 -1.97929
F -2.00529 0.39850 -3.43140
C 0.69260 -1.52602 -1.09376
F 1.64220 -0.86560 -1.85648
F -0.17306 -2.08424 -2.01472
C 1.40189 -2.72541 -0.40051
F 1.06338 -3.91639 -0.94100
F 0.98080 -2.76981 0.88896
C 2.93704 -2.61986 -0.33078
F 3.30079 -1.47051 0.23006
F 3.36523 -3.61481 0.48259
C 3.69084 -2.80542 -1.70064
F 4.34842 -1.69677 -2.00812
F 2.87398 -3.08742 -2.69455
F 4.58988 -3.77631 -1.60762
H 3.70802 3.47546 1.55064
H 3.65456 2.22578 0.31814
H 3.07560 3.83108 -0.06836
H 1.50855 3.01273 2.16095
H 0.95708 3.01093 0.47484
H 1.98492 0.83368 0.09447
H 2.43702 0.73729 1.79354
H -1.62861 -1.97698 1.73972
H -2.42053 -1.94997 0.15552
H -3.05785 0.59967 1.04202
H -2.99505 -0.29772 2.55002
H -4.76928 -1.66167 2.05356
H -4.56425 -1.49512 0.27942
H -7.10333 1.28666 -1.31672
H -9.49072 2.54205 -1.74818
H -9.87860 0.14502 1.65404
H -0.50361 1.31595 -1.92012
H -1.68927 1.94718 -0.72901
H -2.52393 -0.64288 -1.82083
H -4.55067 0.33578 -1.97132
H -3.93484 1.70888 -2.85143
H -3.86282 1.68189 -1.07920
C 4.99226 9.35982 1.30401
C 3.49452 9.47275 1.11712
O 3.13287 9.49591 -0.27152
C 3.12301 8.30369 -0.87037
O 3.36669 7.24768 -0.35100
O 2.79280 8.48407 -2.14926
C 2.78609 7.28131 -2.92527
H 5.50425 10.15079 0.75414
H 5.24722 9.44307 2.36056
H 5.35885 8.40289 0.93515
H 3.13005 10.41564 1.52101
H 2.96736 8.66437 1.62238
H 2.17016 6.51804 -2.45603
H 3.80173 6.91116 -3.05503
H 2.36775 7.54539 -3.89194
C 2.18672 4.46961 8.79482
C 0.69214 4.59138 8.58534
O 0.35083 4.60828 7.19526
C 0.33965 3.40829 6.59920
O 0.55841 2.35686 7.14387
O 0.03493 3.58678 5.32268
C 0.02984 2.38909 4.52669
H 2.71120 5.25329 8.24671
H 2.42853 4.55808 9.85451
H 2.55143 3.50825 8.43598
H 0.32954 5.53970 8.97946
H 0.15318 3.78951 9.08947
H -0.60022 1.62414 4.97328
H 1.04416 2.01587 4.40522
H -0.36649 2.64745 3.55071
C -5.45696 6.39689 5.75620
C -5.33099 4.92800 5.41344
O -6.46809 4.45520 4.67632
C -6.46768 4.76103 3.37856
O -5.60804 5.36669 2.79396
O -7.57870 4.26566 2.83527
C -7.72256 4.54484 1.44027
H -6.39754 6.58639 6.27556
H -4.63136 6.70556 6.39759
H -5.44168 7.00892 4.85533
H -5.31012 4.32578 6.31981
H -4.41820 4.72502 4.85475
H -6.83472 4.24021 0.89047
H -7.91562 5.60492 1.28098
H -8.57542 3.96734 1.09302
C 2.61656 -6.59884 -1.58414
C 3.72533 -6.91315 -2.56358
O 4.48081 -8.07842 -2.16174
C 3.92026 -9.24547 -2.43029
O 2.86796 -9.42580 -2.98963
O 4.73346 -10.21135 -1.98401
C 4.22448 -11.53507 -2.13767
H 3.01408 -6.50872 -0.57212
H 2.12626 -5.67144 -1.85459
H 1.87068 -7.39380 -1.58134
H 4.45097 -6.10555 -2.59178
H 3.34399 -7.05497 -3.57464
H 3.92157 -11.72428 -3.16466
H 3.38141 -11.69631 -1.46711
H 5.03547 -12.20614 -1.86927
C 5.97637 -7.09378 -8.86166
C 4.70540 -7.72779 -9.38482
O 4.46408 -9.00811 -8.78387
C 3.94228 -8.96576 -7.55521
O 3.64563 -7.96930 -6.94956
O 3.80126 -10.21497 -7.12073
C 3.28785 -10.31239 -5.78274
H 6.81877 -7.77596 -8.98378
H 6.18825 -6.17161 -9.40292
H 5.88603 -6.85858 -7.80215
H 4.79015 -7.92643 -10.45190
H 3.84375 -7.07921 -9.23082
H 2.36871 -9.74666 -5.66937
H 4.03129 -9.95752 -5.08037
H 3.09136 -11.36686 -5.60829

***

[3]
75
Properties=species:S:1:pos:R:3 method="wB97M-V/def2-TZVPD" orbital_gap_ev=7.58 homo_ev=-7.2687
Cl 4.88619 0.97497 -5.01671
C 3.71221 1.11779 -3.76853
C 4.12513 1.27506 -2.43740
C 3.17978 1.26457 -1.42718
C 1.82834 1.07418 -1.71486
C 0.83460 0.85002 -0.57540
C -0.47637 1.41047 -0.92787
C -0.78863 2.68948 -0.67975
C -2.01577 3.33619 -1.10432
C -2.51795 4.45932 -0.40896
C -3.74854 5.01578 -0.74702
C -4.47587 4.48397 -1.82609
Cl -5.99995 5.14891 -2.23745
C -3.97031 3.40549 -2.56871
C -2.74907 2.84094 -2.20285
C 1.40475 0.99072 -3.05927
C 2.34630 1.02805 -4.08774
H 5.18411 1.35336 -2.20381
H 3.48446 1.34910 -0.39173
H 1.20347 1.24097 0.36744
H -1.15602 0.75941 -1.47310
H -0.10323 3.27799 -0.06365
H -1.92270 4.89766 0.40079
H -4.16228 5.85924 -0.18752
H -4.53112 3.02068 -3.42036
H -2.33235 2.02467 -2.79487
H 0.34434 0.85691 -3.27647
H 2.04670 0.92550 -5.12308
C -3.73967 3.62717 3.16707
O -2.28408 3.64312 3.09780
C -1.67678 2.51596 2.63140
C -0.28454 2.32981 2.88168
C 0.20844 1.03551 2.87872
C -0.61574 -0.04047 2.45065
B 1.05916 -0.67219 -0.78502
C -0.32827 -1.39333 2.80414
C -1.11981 -2.54016 2.65847
C -0.61360 -3.66267 3.38936
C 0.60570 -3.40597 4.00290
C 1.33725 -4.28121 4.94368
S 1.19907 -1.83776 3.56253
O 0.07900 -1.49323 -1.23422
C 0.77463 -2.72347 -1.61822
C -0.12008 -3.82445 -1.05025
C 0.73095 -2.70639 -3.14495
C 2.24617 -2.56598 -0.96996
C 2.52294 -3.46754 0.21941
C 3.42913 -2.57240 -1.94206
O 2.24144 -1.23786 -0.40088
C -1.83345 0.26737 1.79955
C -2.38728 1.51876 1.93047
H -3.99418 4.42002 3.86652
H -4.17168 3.84663 2.18130
H -4.12358 2.66381 3.53268
H 0.31911 3.17396 3.21975
H 1.23427 0.85787 3.22897
H -2.04261 -2.54241 2.09394
H -1.13761 -4.61732 3.49226
H 0.64631 -4.93232 5.49566
H 2.09460 -4.91881 4.46337
H 1.85406 -3.63281 5.66068
H 0.23673 -4.84423 -1.29848
H -0.23886 -3.71051 0.04130
H -1.11717 -3.69368 -1.48431
H 1.33671 -3.49700 -3.60908
H -0.31743 -2.82724 -3.45892
H 1.06619 -1.73167 -3.53540
H 2.64576 -4.51260 -0.09658
H 3.43331 -3.11843 0.72439
H 1.70279 -3.37160 0.94839
H 3.57757 -3.56282 -2.39376
H 3.31789 -1.82922 -2.74531
H 4.35280 -2.31507 -1.39817
H -2.35300 -0.49020 1.21908
H -3.38276 1.74163 1.53593

***

[4]
62
Properties=species:S:1:pos:R:3 method="wB97M-V/def2-TZVPD" s2=0.7617 orbital_gap_ev="10.00 / 3.70" spin_multiplicity=2 homo_ev="-12.1420 / -11.7334" total_charge=+1
Ca -0.69738 -1.08958 0.03797
C 1.88186 -4.38031 1.09765
C 0.99674 -3.32036 0.52764
O 1.29571 -2.55739 -0.41581
O -0.02654 -3.08467 1.12945
H 2.19810 -3.97392 2.05835
H 2.77283 -4.52286 0.48614
H 1.35947 -5.33577 1.14564
C -3.27408 0.88861 2.71272
C -2.37775 -0.14435 2.02150
O -2.85225 -0.89965 1.15141
O -1.12194 -0.06699 2.17586
H -3.78171 0.58103 3.62694
H -4.02695 1.19650 1.98713
H -2.53121 1.65246 2.94247
C -2.91690 -1.12310 -3.07959
C -1.75797 -2.07015 -2.92313
C -0.42045 -1.34769 -3.29816
O 0.02463 -0.37598 -2.30259
C 1.33109 0.13720 -2.76425
N -1.78509 -2.55971 -1.58195
H -2.82031 -0.13304 -2.63398
H -3.77410 -1.72196 -2.77189
H -3.07195 -1.04881 -4.15595
H -1.92971 -2.89487 -3.61484
H -0.46344 -0.80888 -4.24470
H 0.33475 -2.13339 -3.31926
H 1.19217 0.79283 -3.62388
H 2.01965 -0.67425 -2.99989
H 1.76887 0.76407 -1.98740
H -1.27361 -3.43058 -1.59139
H -2.75027 -2.81618 -1.43117
C -2.68299 4.12855 0.95607
C -1.21914 4.48994 0.97711
C -0.42647 3.28386 0.69149
S -1.30461 2.51724 -0.78185
O -1.57201 1.07242 -0.64423
O -0.79821 3.08464 -2.04231
C -2.94208 3.36592 -0.34015
H -3.33294 5.00210 1.00681
H -3.10338 3.41378 1.66350
H -0.94926 4.94284 1.93113
H -0.94138 5.23630 0.23286
H -0.61590 2.54904 1.47395
H 0.60621 3.39913 0.36228
H -3.59530 2.49459 -0.38681
H -3.14194 4.13204 -1.08929
C 4.47152 -1.28314 0.92763
C 4.05143 -1.11540 2.42721
C 2.64020 -0.55541 2.55590
S 2.53909 0.68200 1.16720
O 2.83953 2.04123 1.61623
O 1.27757 0.38716 0.44109
C 3.97804 0.03208 0.17246
H 3.91997 -2.14094 0.54283
H 5.55486 -1.33781 0.82041
H 4.81758 -0.54182 2.94886
H 3.95343 -2.01994 3.02748
H 2.20084 -0.19060 3.48434
H 2.02585 -1.35690 2.14567
H 4.65619 0.88539 0.18156
H 3.57105 -0.09656 -0.83048

***

[5]
9
Properties=species:S:1:pos:R:3 method="wB97M-V/def2-TZVPD" orbital_gap_ev="7.55 / 7.55" homo_ev="-14.0093 / -14.0086" total_charge=+1 de_lowest_ev=0.0000
O 0.06781 -1.32579 1.46442
C -0.52537 -0.36859 0.97095
O -1.79512 -0.17348 0.95773
C 1.45639 -0.07202 -0.47001
C 0.25519 0.36507 -0.08158
H 1.59821 -1.13948 -0.63262
H 2.18704 0.60991 -0.90389
F -0.60257 0.99319 -1.00631
Pb -2.64157 1.11120 -0.29868

***

[6]
8
Properties=species:S:1:pos:R:3 method="wB97M-V/def2-TZVPD" smiles="O=S(=O)([O-])S(=O)(=O)Br" orbital_gap_ev=9.62 homo_ev=-6.5963 total_charge=-1 de_lowest_ev=0.4507
O 1.67886 0.58376 0.88542
S 0.97507 0.46268 -0.34304
O 1.55774 -0.42409 -1.34873
O 0.31834 1.67191 -0.75630
S -0.65947 -0.60119 0.26843
O -0.68335 -1.55265 1.43684
O -1.12609 -1.18870 -0.94295
Br -2.06112 1.04827 0.80034